Below is C40H78F3O38Rb3 as an isolated structure, with properties calculated with ωB97M-V/def2-TZVPD.

XYZ file:
```
162
Properties=species:S:1:pos:R:3:forces:R:3
Rb -5.150 0.955 3.996 0.505 0.354 -0.426
Rb -4.322 -4.318 4.874 0.491 -0.050 0.117
Rb -6.042 -4.218 -0.633 0.307 0.165 -0.460
C -1.345 -0.523 0.808 -2.363 -1.539 2.406
O -1.327 0.663 1.694 0.965 -0.265 -0.620
O -2.338 -1.368 1.352 0.159 1.464 -1.636
C -1.394 -0.146 -0.759 0.420 0.072 0.427
F -2.123 0.958 -1.113 -0.530 -1.280 0.438
F -0.187 0.142 -1.219 1.811 0.886 0.508
F -1.664 -1.222 -1.541 -1.704 0.077 0.511
C -0.112 1.486 1.763 -1.480 -0.574 -1.488
C -0.208 2.502 2.831 1.001 0.892 1.626
H 0.776 2.959 2.939 0.324 0.165 -0.434
H -0.852 3.379 2.765 -0.533 -0.455 -0.407
H -0.259 2.072 3.831 -0.686 -0.312 0.063
H -0.072 1.979 0.792 0.580 0.083 -0.085
H 0.796 0.909 1.940 -0.120 -0.410 -0.208
H -0.488 -1.182 0.950 1.148 0.865 -0.477
C -2.597 6.170 0.094 0.961 -0.805 -1.288
O -2.889 7.321 0.829 -0.986 -0.318 0.339
C -1.898 8.071 1.282 4.807 -1.405 -3.428
O -0.692 7.957 0.917 -3.360 0.197 1.538
O -2.408 8.992 1.980 -1.022 2.815 2.478
C -1.555 10.041 2.515 0.327 -0.244 0.127
H -2.810 5.263 0.660 -0.013 0.135 0.126
H -1.564 6.168 -0.255 0.198 -0.022 0.524
H -3.135 6.143 -0.853 -0.615 0.262 0.302
H -1.084 9.716 3.443 0.217 -0.430 -0.253
H -2.149 10.898 2.832 -0.412 -0.243 -0.641
H -0.807 10.303 1.767 -0.087 0.031 0.176
C 8.567 0.707 1.320 -0.707 -0.010 -0.078
O 7.398 0.385 0.474 -0.526 0.960 1.413
C 6.155 0.597 1.033 -0.304 -1.174 1.789
O 5.878 0.844 2.224 1.225 -0.293 -3.740
O 5.181 0.268 0.147 0.512 0.548 1.181
C 5.393 0.130 -1.274 -0.182 0.401 0.882
H 8.905 1.722 1.111 -0.037 -0.124 -0.285
H 9.339 -0.026 1.088 -0.198 0.128 -0.122
H 8.319 0.673 2.380 -0.244 -0.232 -0.161
H 5.662 1.120 -1.643 0.196 -0.254 -0.377
H 4.387 -0.132 -1.600 0.320 -0.112 -0.369
H 6.136 -0.639 -1.486 -0.104 0.168 -0.128
C -2.673 6.092 8.027 0.209 0.431 -0.589
O -2.987 5.113 8.997 -0.840 -0.072 1.350
C -3.212 3.836 8.713 1.890 0.601 3.133
O -3.076 3.354 7.650 -0.612 -1.610 -2.515
O -3.337 3.174 9.919 -0.753 1.206 -0.558
C -3.143 1.753 9.997 -0.522 0.844 -1.124
H -2.711 7.063 8.520 -0.232 -0.235 0.196
H -3.376 6.105 7.194 0.051 -0.211 0.000
H -1.647 5.992 7.673 -0.063 -0.372 -0.144
H -3.645 1.379 10.889 0.589 0.379 0.260
H -2.061 1.637 9.927 -0.206 -0.792 0.230
H -3.696 1.297 9.176 0.440 -0.242 -0.312
C 2.939 8.569 6.047 0.142 -0.213 -0.724
O 2.373 7.279 6.465 1.530 1.017 0.377
C 3.231 6.379 7.010 1.412 0.512 0.683
O 4.374 6.531 7.432 -2.059 0.244 -1.081
O 2.556 5.246 7.043 -0.475 -2.213 0.314
C 3.248 4.066 7.583 0.456 0.861 0.768
H 3.765 9.027 6.590 -0.249 -0.711 0.922
H 2.126 9.294 5.995 -0.080 -0.372 0.073
H 3.374 8.437 5.056 -0.339 -0.125 -0.202
H 4.118 3.831 6.970 -0.120 0.068 0.115
H 2.636 3.181 7.754 -0.787 0.425 -1.079
H 3.534 4.263 8.616 0.548 0.502 -0.170
C -0.345 0.637 -8.048 0.524 -0.699 -0.611
O 0.430 0.176 -9.220 -0.667 -0.018 0.318
C 0.234 -1.070 -9.648 0.013 -1.832 -1.228
O -0.372 -1.982 -9.080 1.384 2.103 -1.270
O 0.866 -1.161 -10.933 -0.647 -0.432 2.329
C 1.084 -2.484 -11.499 -1.208 -0.533 0.618
H -0.294 -0.117 -7.262 0.074 0.109 -0.041
H -1.387 0.800 -8.320 0.116 -0.025 -0.171
H 0.124 1.572 -7.742 -0.025 -0.222 -0.102
H 0.254 -2.765 -12.147 0.120 0.635 -0.594
H 0.978 -3.299 -10.783 0.500 0.385 0.684
H 2.048 -2.567 -12.002 -0.175 0.532 0.114
C -10.055 2.123 1.395 -1.507 -0.269 0.636
O -9.763 2.216 0.022 1.941 -0.794 -1.916
C -8.508 1.964 -0.521 0.818 1.754 0.715
O -7.494 1.637 0.091 -1.893 -0.230 -0.622
O -8.510 2.367 -1.818 -1.627 -0.108 2.094
C -7.366 2.182 -2.624 0.197 -0.736 -0.401
H -9.630 1.316 1.991 1.117 0.361 -0.284
H -11.100 1.821 1.466 -0.281 0.074 -0.520
H -10.093 3.114 1.848 0.845 -0.081 0.151
H -6.483 2.740 -2.314 -0.173 -0.085 0.332
H -7.665 2.511 -3.619 0.021 -0.026 0.149
H -7.196 1.105 -2.641 0.557 0.083 -0.208
C 3.385 4.990 -2.459 -0.508 -0.071 0.176
O 3.967 4.800 -3.764 0.409 0.315 0.051
C 3.471 3.835 -4.530 2.445 -0.839 -1.494
O 2.512 3.166 -4.330 -0.750 -0.256 -0.027
O 4.398 3.637 -5.605 -0.133 0.648 1.935
C 4.160 2.584 -6.519 -2.080 -0.552 -0.902
H 3.760 5.894 -1.979 0.182 0.197 -0.784
H 3.663 4.206 -1.755 -0.097 -0.444 -0.402
H 2.301 5.060 -2.549 0.071 -0.115 0.085
H 3.851 1.634 -6.083 -0.395 0.311 0.582
H 4.892 2.229 -7.244 1.343 1.146 0.723
H 3.389 2.954 -7.195 -0.502 -0.360 0.055
C -1.839 -7.896 -1.827 0.889 0.951 0.860
O -2.167 -8.218 -3.146 -0.945 0.360 -2.503
C -2.654 -7.256 -4.043 -0.336 -0.271 -0.050
O -3.055 -6.144 -3.747 0.496 -1.268 0.033
O -2.659 -7.789 -5.297 -0.065 -0.306 1.423
C -3.258 -7.100 -6.436 0.381 0.983 0.798
H -1.111 -7.086 -1.832 -0.297 0.387 0.190
H -1.309 -8.698 -1.315 -0.110 -0.552 -0.768
H -2.674 -7.691 -1.157 -0.390 0.369 -0.403
H -2.824 -7.529 -7.339 0.048 -0.021 0.359
H -3.020 -6.041 -6.337 0.210 -0.022 -0.267
H -4.347 -7.140 -6.487 0.021 -0.562 0.398
C 1.977 -4.031 -4.937 -0.365 1.379 -0.256
O 3.140 -4.379 -5.657 1.381 -1.227 0.033
C 4.160 -4.939 -4.993 1.423 -0.308 1.594
O 4.270 -5.081 -3.786 -0.783 0.143 -0.993
O 5.140 -5.276 -5.836 -1.275 0.722 -1.446
C 6.324 -5.945 -5.443 -0.387 -0.782 0.606
H 1.784 -3.055 -5.384 -0.694 0.017 0.215
H 2.109 -3.865 -3.868 0.300 -0.464 -0.082
H 1.154 -4.708 -5.167 0.181 -0.122 0.116
H 6.690 -6.477 -6.321 0.116 0.536 -0.124
H 6.068 -6.743 -4.745 0.127 0.246 0.402
H 7.050 -5.250 -5.020 -0.042 -0.126 -0.065
C -5.272 -1.956 -6.060 0.198 1.741 -1.271
O -6.633 -2.146 -5.701 2.235 0.698 1.798
C -7.325 -2.993 -6.381 -0.498 -0.640 -3.047
O -6.998 -3.417 -7.505 -1.651 0.200 3.151
O -8.429 -3.105 -5.613 -0.495 0.139 -0.444
C -9.543 -3.874 -6.061 1.046 -1.127 -0.196
H -4.588 -2.805 -6.050 -0.498 -0.236 0.480
H -4.950 -1.104 -5.461 0.243 -0.468 0.343
H -5.264 -1.556 -7.074 0.132 -0.243 -0.207
H -9.719 -3.703 -7.123 -0.194 -0.117 0.150
H -10.420 -3.718 -5.432 0.277 0.525 -0.114
H -9.170 -4.878 -5.861 -0.755 -0.506 -0.585
C 8.096 -4.253 4.739 0.524 0.127 0.338
O 6.831 -3.895 4.222 -0.660 0.764 -0.880
C 6.137 -4.850 3.600 1.378 -1.905 0.164
O 6.540 -6.006 3.474 -1.229 1.751 -0.014
O 5.001 -4.321 3.167 -1.238 -0.610 0.619
C 3.974 -5.219 2.607 1.549 0.712 -1.272
H 8.713 -4.798 4.024 -0.467 -0.678 0.232
H 7.863 -4.727 5.692 0.788 -0.459 -0.137
H 8.695 -3.359 4.910 -0.596 0.348 0.178
H 4.474 -5.610 1.721 -0.431 -0.289 -0.160
H 3.189 -4.532 2.289 -0.003 -0.202 0.243
H 3.606 -6.074 3.174 0.373 0.455 0.690
C 1.699 -2.060 5.621 -0.050 0.626 0.771
O 2.297 -3.007 6.554 -0.870 0.318 -0.548
C 1.453 -3.899 7.069 -1.098 -0.299 -0.018
O 0.240 -3.968 6.855 1.668 -0.001 0.286
O 2.170 -4.713 7.850 -0.129 1.381 -0.620
C 1.576 -5.785 8.520 0.633 -2.083 -0.095
H 0.769 -1.643 6.008 -0.257 -0.588 0.094
H 1.535 -2.487 4.632 0.249 -0.046 0.178
H 2.332 -1.173 5.621 0.519 -0.515 -0.369
H 0.644 -6.155 8.094 -0.329 0.773 0.328
H 1.638 -5.695 9.605 -0.625 0.568 -0.111
H 2.254 -6.615 8.319 0.175 -0.142 0.018
```
Forces are in eV/Å.

HOMO-LUMO gap: 0.136 hartree
E_LUMO: -6.9 eV
Energy above the lowest of the compared OMol25 structures with the same formula, charge and spin: 6.129 eV
HOMO level: -10.595 eV
Total charge: +2